(1)
79
Properties=species:S:1:pos:R:3:forces:R:3 method="wB97M-V/def2-TZVPD" e_homo_ev=-9.96 homo_lumo_gap_ev=4.094 charge=+1 total_energy_ev=-86316.29220
C -4.30705 -1.72021 4.44290 0.101 -0.113 0.097
Si -2.72092 -2.24986 3.55194 -0.122 0.149 -0.257
C -1.27052 -2.08498 4.74092 0.003 -0.177 0.212
C -2.99411 -4.03312 2.99530 0.110 -0.089 0.307
Si -2.26879 -0.92358 1.64803 -0.115 0.298 -0.063
Si -2.53118 -2.12406 -0.36295 0.059 0.041 0.581
C -4.30373 -2.76900 -0.44811 0.081 -0.041 -0.254
C -2.19161 -0.94463 -1.79043 0.030 -0.124 -0.337
C -1.34863 -3.58964 -0.47600 0.060 -0.090 -0.301
Si -3.82088 0.84250 1.64197 0.129 -0.667 0.008
C -5.57108 0.15997 1.48738 -0.124 0.319 0.009
C -3.64502 1.81569 3.24329 -0.093 0.303 -0.029
C -3.49317 1.99191 0.18555 -0.129 0.295 0.024
C -0.57940 0.02231 1.72166 0.098 -0.239 -0.156
C 0.65378 -0.77680 1.35910 -0.012 -1.034 0.427
C 1.86953 -0.07269 0.83794 0.492 0.128 -0.208
C 0.84266 -2.09822 1.50629 -0.274 0.582 0.119
H -4.43829 -2.37262 5.31894 -0.006 0.131 -0.151
H -4.27736 -0.68588 4.80295 0.004 -0.227 -0.065
H -5.19578 -1.83677 3.81159 0.203 -0.020 0.119
H -1.47901 -2.66467 5.65179 0.102 0.116 -0.137
H -0.33037 -2.45313 4.31288 -0.173 0.063 0.048
H -1.11487 -1.04106 5.04320 -0.071 -0.163 -0.082
H -3.11877 -4.65806 3.89074 -0.012 0.005 -0.196
H -3.90062 -4.13693 2.38693 0.168 0.066 0.135
H -2.15224 -4.43474 2.42140 -0.106 0.064 0.115
H -4.38092 -3.42468 -1.32664 -0.093 0.071 0.152
H -4.58460 -3.35596 0.43375 0.092 0.119 -0.162
H -5.03442 -1.96228 -0.56710 0.143 -0.148 0.001
H -2.11562 -1.52925 -2.71851 -0.016 0.179 0.079
H -2.98737 -0.20265 -1.92175 0.130 -0.168 0.048
H -1.24420 -0.40710 -1.65783 -0.119 -0.095 0.029
H -1.53393 -4.12472 -1.41932 0.035 0.033 0.182
H -0.29999 -3.26728 -0.47389 -0.265 -0.043 -0.038
H -1.47856 -4.30482 0.34536 -0.035 0.166 -0.172
H -6.25750 1.01519 1.56585 -0.039 -0.221 -0.031
H -5.74476 -0.32326 0.51927 0.043 0.145 0.188
H -5.82980 -0.55346 2.27724 0.083 0.179 -0.161
H -4.40083 2.61421 3.24381 0.160 -0.076 0.111
H -3.79192 1.21208 4.14530 0.012 0.093 -0.240
H -2.65860 2.29159 3.31500 -0.147 -0.066 -0.024
H -4.16472 2.85783 0.28348 0.162 -0.095 -0.128
H -2.46272 2.37000 0.17525 -0.168 -0.066 0.023
H -3.69237 1.51874 -0.78312 0.009 0.064 0.233
H -0.64329 0.88829 1.03264 -0.039 -0.278 0.329
H -0.48279 0.43364 2.74317 0.074 -0.032 -0.318
H 1.70492 0.96758 0.55836 -0.204 -0.093 0.162
H 2.67985 -0.11321 1.58058 -0.223 0.214 -0.141
H 2.24496 -0.61740 -0.03916 0.005 0.263 0.028
H 1.82400 -2.48121 1.21498 -0.364 -0.231 0.163
H 0.11653 -2.80053 1.91415 0.081 0.241 -0.140
Cl 7.17537 0.79592 3.13190 0.082 -0.003 0.013
C 6.13621 1.18826 1.83784 -0.565 0.154 -0.531
C 4.93865 1.87214 2.09445 0.047 0.181 -0.268
C 4.07248 2.14578 1.04948 -0.147 -0.407 -0.271
C 4.33491 1.68353 -0.27258 0.148 0.053 0.286
C 3.35231 1.86011 -1.31361 0.711 1.344 -0.613
C 3.70852 1.95600 -2.66457 0.112 -0.345 -0.024
C 2.88147 2.39983 -3.69635 -0.001 -0.300 0.241
C 3.25482 2.46178 -5.07859 0.358 0.076 -0.488
C 2.37841 3.05356 -6.02829 0.115 -0.064 0.043
C 2.68442 3.08925 -7.38087 0.289 -0.144 0.226
C 3.89305 2.53012 -7.83750 -0.476 0.034 0.722
Cl 4.24503 2.51866 -9.51008 0.023 0.037 0.115
C 4.79357 1.96460 -6.92432 0.009 -0.068 0.581
C 4.48794 1.93399 -5.56462 -0.354 0.300 -0.438
C 5.60075 1.08996 -0.52270 -0.157 -0.002 0.335
C 6.47881 0.83304 0.52466 -0.136 0.122 -0.347
H 4.69656 2.18498 3.10573 0.095 -0.019 -0.171
H 3.16287 2.72130 1.23399 0.209 -0.323 0.041
H 2.32478 2.11598 -1.02585 0.410 -0.125 -0.102
H 4.74697 1.73108 -2.93414 -0.502 0.094 0.209
H 1.86632 2.72977 -3.45293 0.247 -0.110 -0.011
H 1.45068 3.50553 -5.67678 0.158 -0.164 -0.123
H 2.00672 3.54113 -8.09427 0.026 -0.034 0.079
H 5.72995 1.54816 -7.28711 -0.192 0.078 0.083
H 5.19727 1.50574 -4.86264 -0.065 -0.024 -0.290
H 5.87014 0.81435 -1.54523 -0.004 -0.104 0.497
H 7.43710 0.36236 0.32893 -0.158 0.028 0.067


(2)
32
Properties=species:S:1:pos:R:3:forces:R:3 method="wB97M-V/def2-TZVPD" e_homo_ev="-8.91 / -13.01" homo_lumo_gap_ev="6.314 / 9.481" multiplicity=3 charge=+1 total_energy_ev=-18537.58109 s2=2.008
C 1.68893 -0.86666 -0.91778 1.699 2.152 -0.435
C 2.96270 -1.53890 -0.47024 -1.210 1.502 -0.201
C 3.05081 -0.50050 0.67459 -1.859 -0.114 -3.493
C 2.04175 1.87279 -0.31582 0.499 -1.106 1.043
C 0.54411 1.97030 -0.02459 0.315 0.498 0.285
C 1.92340 0.32277 -0.02692 0.578 1.596 1.289
C -0.28558 -0.38709 0.06276 -0.310 1.371 2.041
C -2.34874 0.21642 -0.64610 0.812 -0.933 1.881
C -1.71547 -0.48455 0.50432 3.654 -1.494 2.578
N 0.42260 -1.26147 -0.63205 -0.618 -2.658 -1.435
N 0.58517 0.56973 0.57528 -0.496 0.952 -0.165
N -2.69446 1.50047 -0.46093 -1.182 0.721 -2.641
N -2.32600 -0.59744 -1.70523 -0.806 0.714 -1.625
N -1.73744 0.24300 1.75903 -2.524 0.347 -1.417
N -2.00026 -1.97385 0.61773 -0.589 2.200 -2.114
H 2.76321 -2.50493 -0.15600 0.518 -2.277 0.159
H 3.58893 -1.32222 -1.31290 1.261 -0.736 0.097
H 2.88315 -0.81197 1.61534 -1.657 -1.674 3.140
H 3.96209 -0.09602 0.82471 3.108 2.109 -0.363
H 2.39705 2.00527 -1.26937 0.242 0.560 -2.668
H 2.78374 2.49655 0.26782 -1.227 -1.069 0.186
H 0.29444 2.83523 0.57681 -0.202 -0.344 0.905
H -0.16767 2.03566 -0.84288 0.370 -0.307 -0.490
H -3.15452 2.04359 -1.23174 0.756 -0.904 1.189
H -2.87095 1.81444 0.47620 0.187 -0.099 0.288
H -1.93234 -1.51268 -1.51063 -0.198 0.215 -0.255
H -2.12280 -0.18747 -2.60442 -0.179 -0.261 -0.279
H -2.59855 -0.02501 2.17355 -0.586 0.126 1.112
H -0.98902 0.34334 2.40254 0.906 -0.460 -0.088
H -2.98750 -2.07812 0.49054 -0.554 -0.694 0.416
H -1.61685 -2.42886 1.41630 0.085 0.067 0.699
H 0.22234 -2.22863 -0.83205 -0.794 -0.002 0.364